1.
# C12H13N4O6STi

A molecular structure, C12H13N4O6STi in a non-equilibrium geometry (the ωB97M-V functional and the def2-TZVPD basis, the Open Molecules 2025 dataset).

The geometry in ORCA input format:
```
! RIJCOSX wB97M-V def2-TZVPD def2/J DEFGRID3
* xyz -1 3
Ti -0.679 0.431 0.437
N 1.607 -0.693 -1.620
C 0.564 -1.630 -1.391
C 0.545 -2.737 -2.197
C -0.438 -3.726 -2.027
C -1.362 -3.512 -0.978
C -1.278 -2.396 -0.207
N -0.326 -1.394 -0.380
C 1.925 0.522 -1.113
C 3.064 1.194 -1.656
C 3.443 2.389 -1.125
C 2.729 2.963 -0.059
C 1.637 2.270 0.386
N 1.244 1.093 -0.124
H 2.156 -0.943 -2.424
H 1.304 -2.832 -2.966
H -0.477 -4.600 -2.659
H -2.145 -4.229 -0.769
H -1.981 -2.218 0.596
H 3.597 0.736 -2.479
H 4.306 2.903 -1.533
H 3.003 3.909 0.381
H 1.020 2.660 1.186
N -2.216 0.552 2.207
C -1.682 0.126 3.492
C -0.172 -0.113 3.391
O 0.458 -0.416 4.389
O 0.297 -0.027 2.188
H -2.410 1.545 2.146
H -3.054 0.078 1.898
H -2.151 -0.803 3.817
H -1.858 0.858 4.283
O -3.114 2.454 -1.860
S -2.205 1.658 -1.093
O -2.782 0.435 -0.431
O -1.006 1.118 -1.799
O -1.565 2.378 0.095
*
```

HOMO energy (alpha / beta)	-1.9 / -5.4	eV
ΔE to the lowest compared entry with this formula, charge and spin	0.0	kJ/mol
⟨S²⟩	2.024
E_tot	-2383.4454	Ha

---

2.
# C12H13NO2

A single C12H13NO2 molecule in a non-equilibrium geometry (the ωB97M-V functional and the def2-TZVPD basis, the Open Molecules 2025 dataset).

The geometry in ORCA input format:
```
! RIJCOSX wB97M-V def2-TZVPD def2/J DEFGRID3
* xyz 0 1
C -3.156 -0.350 -1.352
N -2.077 -0.318 -0.339
C -1.604 0.957 0.020
O -2.048 2.001 -0.332
C -0.373 0.693 0.816
O 0.020 1.380 2.004
C 0.730 1.638 0.835
C 2.135 1.060 0.949
C 0.517 2.994 0.333
C -0.103 -0.810 0.733
C 0.937 -1.614 1.241
C 0.993 -2.930 0.791
C 0.102 -3.307 -0.252
C -0.938 -2.539 -0.715
C -1.132 -1.282 -0.111
H -4.052 -0.902 -0.918
H -3.603 0.678 -1.292
H -2.798 -0.574 -2.350
H 2.181 0.218 0.358
H 2.382 1.060 2.020
H 2.770 1.910 0.651
H 1.314 3.595 0.732
H -0.454 3.444 0.472
H 0.835 3.012 -0.739
H 1.690 -1.314 1.921
H 1.731 -3.702 1.087
H 0.160 -4.313 -0.670
H -1.474 -2.828 -1.594
*
```

HOMO energy	-8.3	eV
SMILES string	CN1C(=O)[C@@]2(OC2(C)C)c2ccccc21
ΔE to the lowest compared entry with this formula, charge and spin	291.4	kJ/mol
E_tot	-670.2445	Ha